# 1
ORCA calculation (ωB97M-V with the def2-TZVPD basis set) on 7 unconnected molecules or ions with the total composition C20H48BClN8O20P.

Cartesian coordinates (Å):
1 C 4.30412 -0.66119 -0.79939
2 C 3.15918 -1.04850 0.20321
3 C 2.38754 -2.26820 -0.40628
4 C 0.82708 -2.15027 -0.22940
5 O 0.39899 -0.96669 -0.90110
6 C -0.95406 -0.61682 -0.55555
7 C -0.87326 0.72452 0.25091
8 C -0.94757 0.40921 1.80485
9 B 0.50225 0.28026 2.48124
10 O 0.73675 -0.80524 3.37397
11 O 1.53851 1.20065 2.27010
12 C -2.04275 1.69748 -0.04453
13 N -2.35535 1.88275 -1.50655
14 C -1.40257 2.80613 -2.20480
15 C 0.00143 2.23450 -2.57882
16 C 1.06118 3.37446 -2.31061
17 O 2.29906 2.90862 -2.83265
18 C -2.70849 0.62050 -2.21551
19 Cl -2.67358 0.86068 -4.03484
20 C -1.94048 -0.70236 -1.77257
21 C -3.05690 -1.74886 -1.38157
22 O -3.83466 -1.27421 -0.24462
23 N -5.17720 -1.38383 -0.57778
24 O -5.80631 -0.74227 0.18908
25 P -1.15043 -1.51787 -3.34382
26 O 0.29353 -0.73345 -3.69569
27 O -0.89710 -3.16792 -3.02824
28 H 5.09093 -1.44370 -0.81943
29 H 4.80089 0.28774 -0.50136
30 H 3.89701 -0.56234 -1.83005
31 H 3.59099 -1.35295 1.18123
32 H 2.49320 -0.17558 0.37985
33 H 2.56333 -2.27303 -1.50799
34 H 2.68106 -3.24969 0.02244
35 H 0.39600 -3.08697 -0.65285
36 H 0.63765 -2.13421 0.86795
37 H -1.25626 -1.39111 0.18912
38 H 0.09094 1.24595 0.06097
39 H -1.42940 1.31517 2.26197
40 H -1.60241 -0.45440 2.03643
41 H -0.14129 -1.03854 3.69123
42 H 2.34931 0.67879 2.34427
43 H -2.97215 1.34447 0.46448
44 H -1.81377 2.67766 0.43109
45 H -3.23231 2.41657 -1.47085
46 H -1.83935 3.27450 -3.11182
47 H -1.24126 3.66204 -1.50373
48 H 0.28589 1.26231 -2.13735
49 H 0.02025 2.09037 -3.68165
50 H 0.74576 4.21949 -2.96974
51 H 1.09592 3.68778 -1.24782
52 H 2.95397 2.93039 -2.13244
53 H -3.79174 0.45220 -2.02393
54 H -3.70943 -1.91427 -2.26494
55 H -2.63438 -2.73342 -1.09940
56 H 0.61618 -0.98056 -4.56711
57 H -0.92023 -3.38497 -2.08589
58 C 2.26204 2.37611 5.16201
59 N 3.08177 3.45915 5.75726
60 O 3.15634 4.49097 5.12134
61 O 3.60915 3.24166 6.81994
62 H 1.86305 2.72891 4.21734
63 H 2.91147 1.51790 5.01040
64 H 1.46103 2.14432 5.85986
65 C 4.65631 -6.91232 0.08431
66 N 4.63896 -5.42774 0.10459
67 O 5.61786 -4.84977 -0.30114
68 O 3.63449 -4.89289 0.53079
69 H 5.60833 -7.24269 -0.31804
70 H 4.52795 -7.25485 1.10800
71 H 3.83381 -7.24050 -0.54622
72 C 1.19648 6.50660 2.97280
73 N 0.01513 6.07933 2.17794
74 O 0.21744 5.58037 1.08831
75 O -1.07367 6.25519 2.67324
76 H 2.09548 6.28562 2.40656
77 H 1.10662 7.57608 3.15214
78 H 1.18064 5.94764 3.90533
79 C 3.31929 7.91105 6.18411
80 N 3.56142 8.84518 5.05497
81 O 2.59593 9.40442 4.57310
82 O 4.70567 8.98357 4.69345
83 H 2.25440 7.89075 6.39391
84 H 3.67294 6.92809 5.87988
85 H 3.87464 8.28020 7.04249
86 C -4.07615 -4.83506 -5.38403
87 N -4.16090 -3.54427 -4.65557
88 O -4.32612 -3.58170 -3.44999
89 O -4.05871 -2.53359 -5.30807
90 H -4.18522 -5.64779 -4.67143
91 H -4.88108 -4.85093 -6.11475
92 H -3.10385 -4.87111 -5.86957
93 C -5.77513 -7.48083 -1.59039
94 N -5.71097 -7.79945 -3.03871
95 O -6.57075 -8.51203 -3.49332
96 O -4.79104 -7.31637 -3.66853
97 H -6.64092 -7.97687 -1.16394
98 H -4.85700 -7.84327 -1.13490
99 H -5.86128 -6.40084 -1.49720

Properties
Kohn-Sham gap in Ha: 0.29866
Total charge: +1
LUMO level in eV: -2.714

Here are the Mulliken charges for atoms 1 to 8, given in e: -1.48 0.76 -0.75 -0.26 -0.07 -2.20 2.00 -1.65


# 2
ORCA calculation (ωB97M-V with the def2-TZVPD basis set) on a molecular structure, C6H24KO6.

Cartesian coordinates (Å):
1 K 0.06775 0.18426 -0.49905
2 C 0.75246 -1.52938 2.59577
3 O 1.53862 -0.77759 1.70583
4 H 1.29926 -2.03882 3.38924
5 H 0.03283 -0.95508 3.17921
6 H 0.10712 -2.25448 2.09992
7 H 2.15903 -0.22812 2.19035
8 C -2.80024 -1.71873 1.07591
9 O -1.71498 -2.07819 0.25315
10 H -2.57740 -1.90783 2.12600
11 H -3.01262 -0.64969 1.08806
12 H -3.69467 -2.21668 0.70154
13 H -1.55114 -3.02160 0.18425
14 C 2.04235 -2.55480 -1.60358
15 O 0.97782 -1.83305 -2.26176
16 H 2.02548 -2.39756 -0.52511
17 H 1.85521 -3.60676 -1.81916
18 H 3.01140 -2.22964 -1.98212
19 H 0.60359 -2.32670 -2.99515
20 C 2.81957 1.92053 -0.62558
21 O 1.87977 2.40101 -1.59604
22 H 3.14809 2.74441 0.00797
23 H 2.50272 1.12161 0.04483
24 H 3.69525 1.56230 -1.16683
25 H 2.32465 2.72773 -2.38150
26 C 0.27402 3.13604 1.96830
27 O -0.38670 1.99925 1.48673
28 H -0.43660 3.88691 2.31374
29 H 0.91086 2.81645 2.79316
30 H 0.85942 3.55106 1.14783
31 H -0.80442 1.58482 2.24525
32 C -3.17014 0.47498 -2.66528
33 O -2.03776 1.17636 -2.09544
34 H -2.81554 -0.51170 -2.96328
35 H -3.98478 0.38806 -1.94631
36 H -3.57587 1.07412 -3.48046
37 H -2.32435 2.08653 -1.99027

Properties
Kohn-Sham gap (alpha / beta) in Ha: 0.41939 / 0.10779
Total charge: +2
LUMO level (alpha / beta) in eV: -5.491 / -13.533
Energy above the lowest of the compared OMol25 structures with the same formula, charge and spin in kcal per mole: 2.61
Spin multiplicity: 2

Here are the Mulliken charges for atoms 1 to 8, given in e: 0.77 -0.70 -0.33 0.37 0.26 0.22 0.23 -0.68


> The lowest total charge belongs to which entry?

C20H48BClN8O20P


> Look up the total charge of the second one.

+2


> Among the records above, which one has the lowest total charge?

C20H48BClN8O20P


> Which formula does entry 2 have?

C6H24KO6